[1]
{"formula": "C3H7O", "method": "ωB97M-V with the def2-TZVPD basis set", "e_tot_ev": -5258.5302, "charge": 1, "relative_energy_kj_mol": 480.4, "elements": ["C", "C", "C", "O", "H", "H", "H", "H", "H", "H", "H"], "coordinates": [[1.992, 0.521, -0.397], [-1.805, 0.394, 0.076], [0.580, -1.081, 0.527], [1.458, -0.045, 0.629], [2.581, 1.339, -0.044], [1.832, 0.204, -1.343], [-1.794, -0.577, -0.405], [-2.408, 0.687, 0.849], [-1.115, 1.261, -0.151], [0.216, -1.367, -0.461], [0.157, -1.423, 1.428]]}

[2]
{"formula": "C11H3Cl2CoO5S", "method": "ωB97M-V with the def2-TZVPD basis set", "e_tot_ev": -95198.8866, "multiplicity": 5, "s_squared": 6.02, "elements": ["Co", "Cl", "C", "C", "C", "C", "C", "Cl", "C", "S", "H", "H", "H", "O", "C", "C", "O", "C", "C", "O", "C", "O", "O"], "coordinates": [[-0.052, 0.261, -0.003], [2.374, 0.104, -0.001], [2.822, 1.805, -0.001], [4.178, 2.073, 0.000], [4.595, 3.392, 0.001], [3.653, 4.406, 0.001], [2.302, 4.105, 0.000], [1.177, 5.418, 0.000], [1.827, 2.783, -0.001], [0.099, 2.472, -0.001], [4.888, 1.259, 0.000], [5.650, 3.627, 0.001], [3.955, 5.444, 0.001], [-4.136, -4.336, 0.004], [-3.348, -3.441, 0.000], [-1.813, -3.575, 0.001], [-1.184, -4.598, 0.002], [-1.290, -2.182, 0.000], [-2.372, -1.229, 0.000], [-2.130, -0.004, 0.000], [-3.688, -1.933, 0.002], [-4.786, -1.455, 0.002], [-0.097, -1.785, -0.001]]}

[3]
{"formula": "H12O6", "method": "ωB97M-V with the def2-TZVPD basis set", "e_tot_ev": -12467.5632, "charge": 1, "relative_energy_kj_mol": 255.0, "multiplicity": 2, "s_squared": 0.76, "elements": ["O", "H", "H", "O", "H", "H", "O", "H", "H", "O", "H", "H", "O", "H", "H", "O", "H", "H"], "coordinates": [[-3.237, -0.203, -7.143], [-3.758, -0.239, -6.332], [-3.954, -0.485, -7.722], [3.703, 0.728, 5.771], [3.812, -0.227, 5.861], [3.283, 1.045, 6.556], [-0.683, -0.211, 4.318], [0.260, -0.031, 4.335], [-1.120, -0.849, 4.886], [3.378, -1.917, 3.176], [3.847, -1.882, 2.332], [4.120, -1.979, 3.779], [-3.255, 0.651, 1.977], [-2.926, 0.976, 2.826], [-2.549, 0.107, 1.591], [0.026, 1.107, -8.336], [-0.594, 0.414, -8.073], [-0.131, 1.939, -7.863]]}

[4]
{"formula": "C21H27NO2", "method": "ωB97M-V with the def2-TZVPD basis set", "e_tot_ev": -27799.4928, "relative_energy_kj_mol": 187.1, "smiles": "COc1cc(CN2CCC[C@H](C)C2)ccc1OCc1ccccc1", "elements": ["C", "O", "C", "C", "C", "C", "N", "C", "C", "C", "C", "C", "C", "C", "C", "C", "O", "C", "C", "C", "C", "C", "C", "C", "H", "H", "H", "H", "H", "H", "H", "H", "H", "H", "H", "H", "H", "H", "H", "H", "H", "H", "H", "H", "H", "H", "H", "H", "H", "H", "H"], "coordinates": [[3.143, -0.651, -0.334], [2.265, -0.855, 0.742], [0.913, -0.765, 0.516], [0.375, -0.264, -0.661], [-0.995, -0.134, -0.855], [-1.536, 0.501, -2.115], [-1.689, 1.948, -2.065], [-0.452, 2.710, -1.973], [-0.194, 3.254, -0.569], [-1.305, 4.240, -0.186], [-2.621, 3.894, -0.901], [-3.824, 4.395, -0.110], [-2.695, 2.383, -1.109], [-1.846, -0.540, 0.163], [-1.328, -1.061, 1.332], [0.041, -1.189, 1.535], [0.391, -1.718, 2.746], [1.653, -2.329, 2.928], [1.991, -3.377, 1.898], [3.319, -3.652, 1.597], [3.640, -4.601, 0.645], [2.636, -5.282, -0.024], [1.312, -5.018, 0.275], [0.990, -4.075, 1.236], [4.135, -0.884, 0.052], [2.917, -1.320, -1.170], [3.128, 0.389, -0.679], [1.038, 0.041, -1.455], [-0.880, 0.273, -2.960], [-2.526, 0.089, -2.332], [-0.520, 3.553, -2.674], [0.380, 2.085, -2.300], [0.780, 3.745, -0.532], [-0.172, 2.417, 0.132], [-1.011, 5.258, -0.449], [-1.460, 4.211, 0.894], [-2.634, 4.367, -1.888], [-3.741, 5.465, 0.067], [-4.747, 4.207, -0.654], [-3.883, 3.891, 0.853], [-3.674, 2.104, -1.514], [-2.583, 1.893, -0.128], [-2.916, -0.477, 0.034], [-1.980, -1.392, 2.126], [1.573, -2.797, 3.917], [2.448, -1.575, 2.965], [4.102, -3.113, 2.111], [4.676, -4.806, 0.417], [2.887, -6.017, -0.776], [0.523, -5.548, -0.239], [-0.046, -3.877, 1.470]]}

[5]
{"formula": "C3H6OS", "method": "ωB97M-V with the def2-TZVPD basis set", "e_tot_ev": -16087.6319, "charge": -2, "relative_energy_kj_mol": 58.0, "smiles": "[O-]CCC[S-]", "elements": ["O", "C", "C", "C", "S", "H", "H", "H", "H", "H", "H"], "coordinates": [[-0.901, -2.359, -1.725], [-0.040, -1.826, -0.828], [-0.547, -0.379, -0.179], [0.666, 0.394, 0.262], [0.327, 2.065, 1.197], [0.009, -2.427, 0.125], [0.932, -1.613, -1.303], [-1.401, -0.531, 0.495], [-1.104, 0.058, -1.011], [1.261, 0.474, -0.652], [1.172, -0.095, 1.098]]}

[6]
{"formula": "CH23O10", "method": "ωB97M-V with the def2-TZVPD basis set", "e_tot_ev": -21860.8907, "charge": 1, "relative_energy_kj_mol": 1382.5, "elements": ["O", "H", "H", "H", "O", "H", "H", "H", "C", "O", "H", "H", "H", "O", "H", "H", "O", "H", "H", "O", "H", "H", "O", "H", "H", "O", "H", "H", "O", "H", "H", "O", "H", "H"], "coordinates": [[-1.135, 1.935, 0.785], [-0.530, 2.456, 1.318], [-1.301, 2.321, -0.078], [-0.803, 1.035, 0.801], [-1.301, -0.854, 2.167], [-1.609, -1.697, 1.824], [-0.752, -0.359, 1.554], [-0.867, -0.916, 3.021], [-0.481, -0.398, -0.295], [-0.248, 0.267, 0.951], [-1.091, -1.292, -0.166], [-0.967, 0.332, -0.943], [0.437, -0.694, -0.803], [1.780, -0.863, 1.044], [0.833, -0.718, 1.036], [2.139, -0.078, 1.457], [2.090, 0.811, -1.221], [1.728, 1.084, -0.378], [2.024, -0.143, -1.213], [2.597, -1.292, -0.779], [1.795, -1.792, -0.929], [2.560, -1.051, 0.147], [0.689, -2.818, -0.586], [-0.198, -2.954, -0.253], [0.812, -3.515, -1.231], [-1.013, 1.525, -2.329], [-1.572, 0.790, -2.582], [-0.178, 1.353, -2.765], [-2.872, 1.499, -0.550], [-3.816, 1.355, -0.485], [-2.534, 0.699, -0.952], [1.570, 1.285, 0.574], [1.380, 2.005, 1.176], [0.833, 0.683, 0.680]]}